a.
ORCA calculation (wB97M-V/def2-TZVPD) on an isolated molecule of C5H8.

Element x y z (Å)
C -0.292 -0.967 -1.223
C 1.479 -0.007 0.212
C -0.745 1.344 0.981
C 0.213 -0.372 0.090
C -0.830 -0.077 1.079
H -0.298 1.947 1.790
H -0.638 1.977 0.092
H -1.038 -1.718 -0.949
H -1.649 -0.773 1.138
H 2.207 -0.044 -0.589
H 1.875 0.480 1.096
H -0.673 -0.202 -1.899
H 0.390 -1.589 -1.818

Calculated values
SMILES string = C=CC(=C)C
gap between HOMO and LUMO = 7.3 eV
HOMO = -7.595 eV
LUMO level = -0.0094 hartree

---

b.
ORCA calculation (wB97M-V/def2-TZVPD) on an isolated molecule of C5H8.

Element x y z (Å)
C 1.181 -0.450 -0.294
C 0.143 0.668 -0.170
C -0.062 -1.380 -0.288
C -0.405 0.370 1.240
C -0.788 -0.212 -1.008
H -1.874 -0.090 -0.895
H -0.532 -0.239 -2.075
H 1.944 -0.554 0.490
H 1.660 -0.505 -1.280
H -1.388 0.810 1.424
H -0.547 -0.735 1.260
H 0.368 1.710 -0.444
H 0.300 0.606 2.039

Calculated values
gap between HOMO and LUMO = 8.6 eV
HOMO = -8.209 eV
LUMO level = 0.0126 hartree

---

Relative energies with respect to the most stable structure, expressed in kJ/mol: a 0.0; b 5.0.

---

a.
ORCA calculation (wB97M-V/def2-TZVPD) on a cluster of 2 separate species, C3H6N2O2 in total.

Element x y z (Å)
O -2.418 1.223 -0.454
O -3.485 -0.737 0.154
N 0.282 -0.041 0.094
N 0.739 -0.623 -1.106
C -0.695 -0.632 0.693
C -2.840 0.180 -0.176
C 0.713 1.228 0.392
H -0.792 -0.239 1.740
H -0.102 -0.761 -1.702
H 1.376 0.112 -1.480
H 1.605 1.618 -0.129
H 0.397 1.675 1.249
H -0.755 -1.793 0.369

Calculated values
gap between HOMO and LUMO (spin up / spin down) = 6.4 / 9.3 eV
multiplicity = 3
HOMO (spin up / spin down) = -5.672 / -10.077 eV
LUMO level (spin up / spin down) = 0.0274 / -0.0297 hartree

---

b.
ORCA calculation (wB97M-V/def2-TZVPD) on an isolated molecule of C3H6N2O2.

Element x y z (Å)
O 3.716 0.099 0.300
O 1.923 -0.867 -0.387
N 2.601 0.224 0.399
N -1.239 0.065 1.074
C -2.069 0.512 -0.034
C 0.570 -0.518 -0.459
C -0.060 -0.262 0.840
H 0.672 -0.324 1.686
H 0.525 0.339 -1.180
H -2.161 -0.087 -1.001
H 0.156 -1.318 -1.123
H -3.037 0.724 0.259
H -1.597 1.412 -0.373

Calculated values
gap between HOMO and LUMO (spin up / spin down) = 8.9 / 7.2 eV
multiplicity = 3
HOMO (spin up / spin down) = -7.945 / -9.788 eV
LUMO level (spin up / spin down) = 0.0335 / -0.0934 hartree

---

Relative energies with respect to the most stable structure, expressed in kJ/mol: a 0.0; b 192.2.

---

a.
ORCA calculation (wB97M-V/def2-TZVPD) on a cluster of 2 separate species, C3H11N2 in total.

Element x y z (Å)
N 0.146 -0.255 1.034
N -0.309 -0.664 -1.557
C 1.313 0.438 1.271
C -0.741 0.789 -1.908
C -0.699 -0.697 1.937
H -0.840 -1.251 -2.135
H -0.337 1.382 -1.131
H -0.147 -0.783 -0.003
H 1.138 1.455 1.604
H 1.751 -0.005 2.229
H 0.610 -0.795 -1.907
H -0.424 1.168 -2.854
H 1.900 0.569 0.371
H -1.392 -1.551 1.790
H -1.747 0.572 -1.606
H -0.221 -0.374 2.865

Calculated values
gap between HOMO and LUMO = 10.4 eV
HOMO = -15.099 eV
LUMO level = -0.1738 hartree
total charge = +1

---

b.
ORCA calculation (wB97M-V/def2-TZVPD) on a cluster of 2 separate species, C3H11N2 in total.

Element x y z (Å)
N -0.999 -1.113 0.381
N 1.558 -0.065 -0.169
C -1.977 -0.075 0.539
C 1.689 0.457 -1.566
C -1.818 0.815 1.501
H 1.955 -0.380 -2.205
H 2.277 -0.752 0.027
H 0.765 0.904 -1.912
H 2.510 1.166 -1.623
H -0.960 0.770 2.168
H -2.745 -0.076 -0.217
H 1.628 0.651 0.549
H -2.534 1.544 1.854
H -1.182 -1.689 -0.424
H 0.589 -0.520 -0.112
H -0.753 -1.637 1.209

Calculated values
gap between HOMO and LUMO = 9.6 eV
HOMO = -12.948 eV
LUMO level = -0.1241 hartree
total charge = +1

---

Relative energies with respect to the most stable structure, expressed in kJ/mol: a 166.2; b 0.0.

---

a.
ORCA calculation (wB97M-V/def2-TZVPD) on a structure of composition C3H11N2.

Element x y z (Å)
N 0.131 0.458 -0.422
N -1.972 -1.230 -0.219
C 1.540 0.783 -0.569
C -1.843 -0.427 -1.439
C -0.305 -0.153 -1.592
H -0.140 0.422 -2.623
H -1.387 -0.851 0.506
H 2.197 -0.141 -0.701
H 2.705 0.571 7.115
H -2.933 -1.279 0.156
H -2.186 0.687 -1.431
H 2.750 0.486 6.327
H -2.226 -0.893 -2.336
H 1.822 1.250 0.370
H 0.131 -1.212 -1.709
H 1.717 1.532 -1.432

Calculated values
gap between HOMO and LUMO = 4.9 eV
HOMO = -14.016 eV
LUMO level = -0.3337 hartree
total charge = +1

---

b.
ORCA calculation (wB97M-V/def2-TZVPD) on a cluster of 2 separate species, C3H11N2 in total.

Element x y z (Å)
N -0.429 -0.787 0.614
N -1.247 0.767 -1.469
C 1.000 -0.834 1.202
C 1.259 0.497 1.867
C -0.699 0.446 -2.571
H -1.149 -0.785 1.338
H 0.728 0.531 2.815
H 1.647 -1.203 0.413
H -0.844 -0.566 -2.948
H -0.038 1.129 -3.095
H 0.870 -1.589 1.976
H 1.062 1.356 1.228
H -0.553 -1.621 0.047
H -0.561 0.139 0.161
H -1.422 1.762 -1.350
H 2.275 0.538 2.253

Calculated values
gap between HOMO and LUMO = 11.0 eV
HOMO = -14.172 eV
LUMO level = -0.1179 hartree
total charge = +1

---

Relative energies with respect to the most stable structure, expressed in kJ/mol: a 500.1; b 0.0.

---

a.
ORCA calculation (wB97M-V/def2-TZVPD) on the ion C3H11N2 with charge +1.

Element x y z (Å)
N -0.952 0.936 -0.835
N 1.571 0.596 -0.101
C -1.409 -0.191 0.010
C 1.091 -0.755 0.341
C -0.297 -0.643 0.920
H 0.993 -1.171 -0.740
H 0.069 0.980 -1.047
H -1.829 -0.938 -0.679
H -2.313 0.115 0.490
H 1.628 1.099 0.830
H 2.589 0.709 -0.482
H -1.346 0.820 -1.772
H -0.222 -0.216 1.925
H 1.915 -1.496 0.463
H -0.416 -1.740 1.171
H -1.074 1.894 -0.495

Calculated values
SMILES string = NCCC[NH3+]
gap between HOMO and LUMO = 10.7 eV
HOMO = -14.067 eV
LUMO level = -0.1225 hartree
total charge = +1

---

b.
ORCA calculation (wB97M-V/def2-TZVPD) on a cluster of 2 separate species, C3H11N2 in total.

Element x y z (Å)
N -2.590 0.149 -1.131
N 1.737 -0.602 -0.284
C 2.406 0.092 0.863
C -1.175 0.447 -0.750
C -0.806 -0.308 0.562
H 2.152 -1.541 -0.351
H -2.991 0.555 -1.963
H -1.428 -1.227 0.771
H 0.499 -0.719 -0.011
H 2.855 -0.505 1.611
H 3.251 0.698 0.573
H -0.935 1.512 -0.679
H -0.449 0.094 -1.541
H -0.916 0.419 1.365
H -3.306 0.168 -0.419
H 1.695 0.769 1.384

Calculated values
gap between HOMO and LUMO = 5.6 eV
HOMO = -13.727 eV
LUMO level = -0.3004 hartree
total charge = +1

---

c.
ORCA calculation (wB97M-V/def2-TZVPD) on a cluster of 2 separate species, C3H11N2 in total.

Element x y z (Å)
N 2.022 0.353 -0.006
N 2.327 0.763 -2.258
C -1.811 -0.581 0.589
C -2.683 -0.121 1.761
C 2.144 -0.051 -1.260
H -2.960 0.922 1.731
H -1.658 0.232 -0.135
H 2.040 -0.400 0.671
H 2.495 0.407 -3.187
H -2.303 -1.356 0.009
H -0.828 -0.935 0.891
H -2.180 -0.329 2.704
H 2.649 1.100 0.278
H 2.434 1.756 -2.100
H 1.934 -1.092 -1.466
H -3.620 -0.670 1.779

Calculated values
gap between HOMO and LUMO = 10.0 eV
HOMO = -14.404 eV
LUMO level = -0.1619 hartree
total charge = +1

---

Relative energies with respect to the most stable structure, expressed in kJ/mol: a 111.0; b 539.7; c 0.0.